Record 1
Entry from the Open Molecules 2025 dataset: a cluster of 2 separate species, C8H21NO3P in total (ωB97M-V with the def2-TZVPD basis set).

electronic energy = -939.10468 a.u.
LUMO energy = 2.742 eV
Kohn-Sham gap = 5.388 eV
energy relative to the best compared isomer or geometry (same formula, charge and spin) = 56.69 kcal per mole
charge = -1

Positions of all 34 atoms, in Å:
1 O -4.079 3.573 -2.287
2 C -4.008 2.383 -2.437
3 O -4.927 1.528 -1.940
4 C -4.438 0.529 -1.018
5 C -3.546 1.026 0.124
6 C -2.111 0.457 0.072
7 C -1.102 1.309 -0.713
8 P 0.353 1.942 0.421
9 H -3.225 1.934 -3.066
10 H -3.925 -0.272 -1.564
11 H -5.351 0.089 -0.612
12 H -4.000 0.693 1.064
13 H -3.517 2.117 0.172
14 H -2.180 -0.540 -0.380
15 H -1.752 0.368 1.106
16 H -1.578 2.199 -1.140
17 H -0.657 0.708 -1.514
18 H 1.266 1.961 -0.750
19 H -0.019 3.363 0.140
20 H -0.580 1.957 1.591
21 H 0.682 0.537 0.699
22 H 1.441 2.416 1.299
23 C 4.959 -1.528 1.471
24 C 3.631 -1.464 0.743
25 O 3.089 -0.420 0.470
26 N 3.047 -2.659 0.403
27 C 3.532 -3.998 0.644
28 H 5.278 -0.510 1.668
29 H 4.861 -2.059 2.420
30 H 5.715 -2.028 0.863
31 H 2.163 -2.542 -0.068
32 H 3.666 -4.537 -0.298
33 H 2.825 -4.561 1.259
34 H 4.486 -3.968 1.159

Record 2
Entry from the Open Molecules 2025 dataset: a structure of composition C4H4Cl2O10V2 at a distorted geometry (ωB97M-V with the def2-TZVPD basis set).

<S²> = 12.05
multiplicity = 7
electronic energy = -3715.55007 a.u.
LUMO energy (alpha / beta) = 4.429 / 2.960 eV
Kohn-Sham gap (alpha / beta) = 4.790 / 5.431 eV
charge = -2

Positions of all 22 atoms, in Å:
1 O -0.651 2.677 -0.575
2 V 0.257 1.601 0.143
3 O 1.388 0.963 -0.750
4 O -4.285 2.680 -0.595
5 V -3.998 1.707 -1.862
6 O -3.007 2.299 -3.021
7 C -2.354 -0.604 -0.299
8 O -1.382 -0.028 0.251
9 O -2.894 -0.191 -1.373
10 O -2.857 -1.555 0.394
11 C 0.434 2.145 2.779
12 O -0.674 1.620 2.534
13 O 1.403 2.137 1.952
14 O 0.682 2.669 3.914
15 Cl 2.081 -1.226 1.382
16 C 1.738 -2.387 0.134
17 C 2.588 -2.125 -1.109
18 Cl 4.130 -3.070 -1.095
19 H 0.697 -2.356 -0.189
20 H 1.900 -3.366 0.582
21 H 2.740 -1.054 -1.227
22 H 2.063 -2.538 -1.968

- Number 2 is which compound?
  C4H4Cl2O10V2

- Which formula does entry 2 have?
  C4H4Cl2O10V2

- The highest charge belongs to which entry?
  C8H21NO3P

Copy entry 2 word for word.
Entry from the Open Molecules 2025 dataset: a structure of composition C4H4Cl2O10V2 at a distorted geometry (ωB97M-V with the def2-TZVPD basis set).

<S²> = 12.05
multiplicity = 7
electronic energy = -3715.55007 a.u.
LUMO energy (alpha / beta) = 4.429 / 2.960 eV
Kohn-Sham gap (alpha / beta) = 4.790 / 5.431 eV
charge = -2

Positions of all 22 atoms, in Å:
1 O -0.651 2.677 -0.575
2 V 0.257 1.601 0.143
3 O 1.388 0.963 -0.750
4 O -4.285 2.680 -0.595
5 V -3.998 1.707 -1.862
6 O -3.007 2.299 -3.021
7 C -2.354 -0.604 -0.299
8 O -1.382 -0.028 0.251
9 O -2.894 -0.191 -1.373
10 O -2.857 -1.555 0.394
11 C 0.434 2.145 2.779
12 O -0.674 1.620 2.534
13 O 1.403 2.137 1.952
14 O 0.682 2.669 3.914
15 Cl 2.081 -1.226 1.382
16 C 1.738 -2.387 0.134
17 C 2.588 -2.125 -1.109
18 Cl 4.130 -3.070 -1.095
19 H 0.697 -2.356 -0.189
20 H 1.900 -3.366 0.582
21 H 2.740 -1.054 -1.227
22 H 2.063 -2.538 -1.968